The following is a DFT calculation (wB97M-V/def2-TZVPD) of the ion C5H6O6P with charge -1 in a non-equilibrium geometry.

The total energy is -986.93412 Eh. The calculation puts the energy relative to the best compared isomer or geometry (same formula, charge and spin) at 47.80 kcal/mol. As for the charge: -1. The lowest unoccupied orbital energy comes out at 3.6 eV. The SMILES is CP1OC[C@@H]2O[C@]2(OC(=O)[O-])O1. The value obtained for the HOMO-LUMO gap is 8.587 eV.

Each line ends with the Löwdin charge.
CARTESIAN COORDINATES (ANGSTROEM)
C -0.991 0.790 0.427  -0.54
C -2.749 -0.693 -0.147  -0.77
C 1.028 1.041 -0.947  -0.14
C -0.405 1.545 -0.719  -0.18
C 2.015 -1.546 1.032  -0.23
O -0.178 -0.213 0.968  -0.24
O -3.885 -0.870 0.059  0.08
O -2.283 0.503 0.569  0.07
O -1.876 -1.305 -0.749  -0.10
O 0.928 -0.408 -1.185  -0.40
O -0.753 2.271 0.504  0.03
P 0.452 -1.566 -0.121  1.05
H 1.387 1.602 -1.884  0.13
H 1.547 1.330 0.042  0.15
H -0.888 1.887 -1.530  0.11
H 2.765 -1.181 0.403  0.00
H 2.160 -2.402 1.626  0.00
H 1.725 -0.785 1.653  -0.02


The following is a DFT calculation (wB97M-V/def2-TZVPD) of the ion C6H11N4S with charge +1 in a non-equilibrium geometry.

The total energy is -852.10697 Eh. The calculation puts the energy relative to the best compared isomer or geometry (same formula, charge and spin) at 78.73 kcal/mol. As for the charge: +1. The lowest unoccupied orbital energy comes out at -3.3 eV. The value obtained for the HOMO-LUMO gap is 9.060 eV.

Each line ends with the Löwdin charge.
CARTESIAN COORDINATES (ANGSTROEM)
C 0.489 -0.593 -2.822  -0.15
C 0.162 1.488 -2.194  -0.02
C -0.155 0.118 -1.823  -0.24
C -0.972 -0.358 -0.643  -0.38
C -0.192 0.876 2.217  -0.39
C 0.013 -0.419 2.880  -0.39
N 1.214 0.124 -3.658  0.07
N 0.946 1.388 -3.266  -0.01
N 1.087 -0.579 3.698  0.10
N -1.643 -1.509 -0.756  0.09
S 0.575 -0.142 0.930  0.96
H 0.511 -1.713 -2.976  0.14
H -0.021 2.353 -1.671  0.10
H -1.581 0.463 -0.114  0.13
H 0.392 1.915 2.421  0.16
H -0.746 -1.225 2.871  0.15
H 1.559 2.152 -3.531  0.17
H 1.169 -1.351 4.319  0.11
H 1.950 -0.250 3.502  0.07
H -1.123 1.173 1.930  0.03
H -1.316 -2.286 -1.354  0.14
H -2.315 -1.624 0.043  0.15


The following is a DFT calculation (wB97M-V/def2-TZVPD) of a structure of composition C15H13N3O2S2 in a non-equilibrium geometry.

The total energy is -1690.18932 Eh. The calculation puts the energy relative to the best compared isomer or geometry (same formula, charge and spin) at 196.02 kcal/mol. As for the charge: 0. The lowest unoccupied orbital energy comes out at -0.5 eV. The value obtained for the HOMO-LUMO gap is 8.097 eV.

Each line ends with the Löwdin charge.
CARTESIAN COORDINATES (ANGSTROEM)
C 1.880 1.450 1.703  -0.06
C 2.122 0.038 1.379  -0.31
C 3.331 -0.509 0.983  -0.06
C 3.679 -1.835 0.902  -0.19
C 2.819 -2.664 1.014  -0.07
C 1.426 -2.283 1.543  -0.12
C 1.192 -0.892 1.855  0.02
H 0.263 -0.639 1.833  0.02
O 0.473 -3.364 1.512  -0.10
C -0.921 -2.834 1.726  -0.18
C -1.520 -2.221 0.625  -0.67
N -2.006 -1.094 0.728  0.02
N -2.196 -0.179 -0.411  -0.01
C -2.002 -0.957 -1.409  -0.63
N -1.949 -0.478 -2.776  0.11
C -2.320 0.847 -2.959  -0.41
O -2.748 1.169 -4.140  0.00
C -1.900 1.971 -2.134  -0.51
C -2.530 3.168 -2.405  0.03
C -1.877 4.066 -1.306  -0.08
C -0.676 3.478 -0.788  -0.36
S -0.643 1.752 -0.972  1.07
H -0.184 3.893 -0.019  0.01
H -2.179 5.083 -1.124  0.08
H -3.242 3.269 -3.129  0.08
H -2.184 -1.125 -3.473  0.12
S -0.978 -2.279 -1.014  1.11
H -1.601 -3.934 1.696  0.20
H -1.075 -2.349 2.829  0.19
H 2.749 -3.781 1.013  0.14
H 4.614 -2.337 0.605  0.14
H 4.376 0.143 0.897  0.17
H 0.845 1.623 1.576  0.04
H 2.405 1.789 2.677  0.12
H 2.557 2.017 0.960  0.11


The following is a DFT calculation (wB97M-V/def2-TZVPD) of a structure of composition C46H38BrFeN5P2SSe in a non-equilibrium geometry.

As for the spin multiplicity: 5. The total energy is -9369.59235 Eh. The calculation puts the energy relative to the best compared isomer or geometry (same formula, charge and spin) at 35.27 kcal/mol. As for the charge: 0. The lowest unoccupied orbital energy (alpha / beta) comes out at 0.0 / 0.0 eV. The value obtained for the HOMO-LUMO gap (alpha / beta) is 6.920 / 6.908 eV.

Each line ends with the Löwdin charge.
CARTESIAN COORDINATES (ANGSTROEM)
Fe -0.359 -1.101 0.286  0.53
C -0.830 -0.573 3.548  -0.24
P 0.023 0.364 2.207  1.03
C -0.797 1.998 2.214  -0.35
C -2.184 2.015 2.046  -0.10
C -2.870 3.211 1.912  -0.07
C -2.180 4.415 1.921  -0.07
C -0.800 4.409 2.065  -0.08
C -0.113 3.212 2.204  -0.10
C 1.636 0.680 3.009  -0.35
C 1.742 1.452 4.165  -0.10
C 2.976 1.640 4.766  -0.07
C 4.114 1.054 4.225  -0.08
C 4.014 0.268 3.089  -0.08
C 2.778 0.081 2.485  -0.10
C -0.400 -1.992 3.348  -0.41
C -0.266 -3.041 4.236  -0.07
C 0.121 -4.165 3.471  -0.07
C 0.217 -3.737 2.161  -0.41
C 0.615 -4.487 0.928  -0.24
P 0.058 -3.481 -0.523  1.06
C -1.393 -4.465 -1.044  -0.35
C -1.288 -5.685 -1.710  -0.10
C -2.426 -6.426 -1.984  -0.08
C -3.675 -5.967 -1.586  -0.08
C -3.785 -4.762 -0.910  -0.07
C -2.648 -4.012 -0.642  -0.09
C 1.334 -3.814 -1.787  -0.37
C 2.677 -3.706 -1.423  -0.11
C 3.681 -3.789 -2.375  -0.08
C 3.356 -3.954 -3.714  -0.09
C 2.024 -4.034 -4.091  -0.08
C 1.020 -3.962 -3.137  -0.11
N -0.098 -2.410 2.080  -0.07
H -1.908 -0.463 3.406  0.08
H -0.565 -0.190 4.533  0.09
H -2.730 1.081 1.989  0.09
H -3.946 3.200 1.790  0.11
H -2.715 5.350 1.810  0.09
H -0.252 5.343 2.064  0.09
H 0.965 3.232 2.305  0.10
H 0.857 1.909 4.590  0.11
H 3.051 2.239 5.665  0.11
H 5.077 1.209 4.694  0.10
H 4.898 -0.207 2.683  0.10
H 2.683 -0.545 1.604  0.09
H -0.447 -3.003 5.300  0.09
H 0.320 -5.163 3.834  0.09
H 0.142 -5.468 0.885  0.09
H 1.696 -4.632 0.869  0.07
H -0.317 -6.066 -2.002  0.11
H -2.337 -7.369 -2.510  0.10
H -4.558 -6.555 -1.799  0.10
H -4.754 -4.396 -0.597  0.11
H -2.725 -3.071 -0.114  0.07
H 2.937 -3.542 -0.383  0.10
H 4.718 -3.720 -2.074  0.11
H 4.138 -4.005 -4.461  0.10
H 1.763 -4.151 -5.136  0.11
H -0.018 -4.012 -3.444  0.11
Se -4.388 0.117 -1.943  0.54
C -3.132 -0.372 -0.838  -1.01
N -2.259 -0.695 -0.124  -0.04
S 0.751 5.890 -1.754  1.00
C 0.559 4.174 -1.327  -0.51
C 1.635 3.506 -0.755  -0.08
C 1.465 2.182 -0.386  -0.16
N 0.339 1.501 -0.585  0.02
C -0.671 2.138 -1.174  -0.11
C -0.615 3.468 -1.552  -0.04
C -0.698 6.588 -0.962  -0.51
C -1.947 6.606 -1.561  -0.08
C -2.999 7.172 -0.851  -0.13
N -2.862 7.723 0.349  0.06
C -1.652 7.728 0.898  -0.15
C -0.538 7.167 0.289  -0.11
H 2.571 4.013 -0.564  0.11
H 2.264 1.648 0.120  0.10
H -1.575 1.561 -1.336  0.07
H -1.479 3.926 -2.009  0.10
H -2.105 6.209 -2.554  0.11
H -3.999 7.187 -1.271  0.11
H -1.570 8.197 1.873  0.11
H 0.430 7.173 0.769  0.10
Br 3.890 -0.076 -4.263  0.76
C 2.095 -0.424 -3.780  -0.66
C 1.103 -0.495 -4.744  -0.10
C -0.188 -0.766 -4.325  -0.03
C -0.425 -0.956 -2.973  -0.14
N 0.534 -0.861 -2.053  0.00
C 1.774 -0.596 -2.446  -0.20
H 1.338 -0.345 -5.789  0.11
H -1.002 -0.834 -5.034  0.12
H -1.422 -1.177 -2.603  0.08
H 2.535 -0.519 -1.679  0.11


The following is a DFT calculation (wB97M-V/def2-TZVPD) of a cluster of 3 separate species, C8H10B3F5O11S in total in a non-equilibrium geometry.

The total energy is -2110.84385 Eh. As for the charge: 0. The lowest unoccupied orbital energy comes out at -0.6 eV. The SMILES is CS(=O)(=O)B1OBOB(C(F)(F)F)O1.O=C1OC[C@@H](F)O1.O=C1OC[C@@H](F)O1. The value obtained for the HOMO-LUMO gap is 10.627 eV.

Each line ends with the Löwdin charge.
CARTESIAN COORDINATES (ANGSTROEM)
C 5.375 0.805 0.938  -0.13
S 4.259 0.708 -0.432  0.69
O 4.958 1.170 -1.606  -0.30
O 3.629 -0.589 -0.409  -0.31
B 2.901 1.978 -0.003  -0.52
O 3.193 3.210 0.502  0.27
B 2.511 3.485 1.682  -0.24
O 1.203 3.030 1.775  0.31
B 0.882 1.904 1.068  -0.38
C -0.241 0.865 1.567  -0.47
F -0.678 1.094 2.813  0.16
F -1.324 0.852 0.750  0.13
F 0.296 -0.376 1.538  0.14
O 1.595 1.575 -0.063  0.33
H 5.001 0.183 1.747  0.08
H 6.332 0.444 0.560  0.08
H 5.481 1.842 1.250  0.07
H 3.058 3.996 2.597  0.13
C -4.427 1.146 -0.204  -0.06
C -4.802 -0.231 0.313  -0.32
O -6.123 -0.379 -0.159  0.13
C -6.277 0.402 -1.267  -0.55
O -7.188 0.340 -2.016  0.19
O -5.227 1.251 -1.381  0.07
F -4.798 -0.294 1.666  0.07
H -4.732 1.911 0.514  0.15
H -3.377 1.255 -0.450  0.12
H -4.190 -1.047 -0.075  0.17
C 0.979 -2.375 -1.152  -0.05
C 0.568 -3.785 -0.773  -0.31
O -0.758 -3.854 -1.257  0.13
C -0.892 -2.961 -2.279  -0.56
O -1.812 -2.923 -3.022  0.18
O 0.177 -2.136 -2.314  0.08
F 0.563 -3.983 0.567  0.08
H 0.693 -1.680 -0.364  0.12
H 2.032 -2.255 -1.383  0.12
H 1.158 -4.577 -1.237  0.17


The following is a DFT calculation (wB97M-V/def2-TZVPD) of a cluster of 2 separate species, C4H12NS in total in a non-equilibrium geometry.

The total energy is -612.25743 Eh. The calculation puts the energy relative to the best compared isomer or geometry (same formula, charge and spin) at 29.66 kcal/mol. As for the charge: +1. The lowest unoccupied orbital energy comes out at -4.9 eV. The value obtained for the HOMO-LUMO gap is 7.984 eV.

Each line ends with the Löwdin charge.
CARTESIAN COORDINATES (ANGSTROEM)
C 1.449 -2.217 -0.084  -0.01
C -0.911 -2.254 0.548  0.19
N 0.148 -1.651 0.106  -0.06
H 2.171 -1.746 0.574  0.11
H 1.665 -2.133 -1.145  0.12
H 1.352 -3.285 0.175  0.11
H -0.858 -3.358 0.738  0.15
H -1.749 -1.577 0.607  0.11
H 0.055 -0.626 -0.097  0.01
C -1.476 1.854 -0.764  -0.39
S 0.251 1.419 -0.589  0.78
C 0.340 1.288 1.214  -0.40
H -1.595 2.817 -0.213  0.06
H -2.064 1.045 -0.318  0.03
H -1.631 1.997 -1.838  0.05
H 1.335 0.814 1.376  0.04
H 0.357 2.239 1.760  0.06
H -0.496 0.640 1.572  0.04